Computed, not measured: a structure of composition C32H61AsF6NO14PtS7 at a distorted geometry, with the ωB97M-V functional and the def2-TZVPD basis.

Output
* spin multiplicity: 3
* charge: +1
* highest occupied orbital energy (alpha / beta): -10.0 / -10.0 eV
* F_max: 2.8 eV/Å
* frontier orbital gap (alpha / beta): 6.3336 / 4.3499 eV
* expectation value of S²: 2.002

Each line ends with the Löwdin spin population.
Atoms and positions in Å:
Pt 27.955 4.150 18.960  1.699
As 28.509 3.400 15.085  0.005
F 30.176 3.786 15.444  0.002
F 28.871 1.741 15.554  0.002
F 26.852 2.941 14.782  0.004
F 28.170 5.054 14.672  0.004
F 28.930 3.020 13.444  0.000
F 28.068 3.793 16.746  0.055
C 34.806 1.511 13.326  0.000
C 33.325 1.577 13.720  0.000
C 32.663 2.645 12.900  0.000
S 33.928 3.911 12.535  0.000
O 33.659 5.160 13.238  0.000
O 34.162 3.937 11.101  0.000
C 35.290 2.972 13.368  0.000
H 34.949 1.081 12.334  0.000
H 35.337 0.867 14.027  0.000
H 33.246 1.880 14.769  0.000
H 32.872 0.593 13.600  0.000
H 31.808 3.166 13.332  0.000
H 32.295 2.340 11.918  0.000
H 35.336 3.269 14.418  0.000
H 36.250 3.213 12.922  0.000
C 30.771 7.248 15.430  0.000
C 32.177 7.084 16.036  0.001
C 31.995 6.058 17.150  0.005
S 30.478 6.591 18.029  0.008
O 30.806 7.420 19.150  0.000
O 29.617 5.406 18.170  0.046
C 29.878 7.601 16.610  0.000
H 30.432 6.329 14.951  0.000
H 30.734 7.998 14.643  0.000
H 32.540 7.962 16.577  0.000
H 32.904 6.758 15.295  0.000
H 32.746 5.833 17.902  0.000
H 31.622 5.135 16.700  0.000
H 30.199 8.616 16.857  0.000
H 28.798 7.496 16.581  0.000
C 31.883 0.016 17.396  0.001
C 32.837 1.175 17.784  0.000
C 32.007 2.412 18.119  0.000
S 30.620 1.728 19.038  0.009
O 29.411 2.524 18.784  0.048
O 31.028 1.465 20.405  0.001
C 30.543 0.159 18.133  0.005
H 32.358 -0.915 17.706  0.000
H 31.757 -0.039 16.317  0.000
H 33.566 1.303 16.984  0.000
H 33.441 0.827 18.623  0.000
H 31.576 2.915 17.253  0.000
H 32.585 3.074 18.761  0.000
H 29.783 0.308 17.363  0.000
H 30.256 -0.661 18.781  0.000
C 27.070 7.920 12.653  0.000
C 27.297 8.779 11.398  0.000
C 27.698 10.190 11.837  0.000
S 27.663 10.240 13.674  0.000
O 26.987 11.418 14.171  0.000
O 28.947 9.867 14.253  0.000
C 26.543 8.817 13.766  0.000
H 27.940 7.305 12.884  0.000
H 26.297 7.157 12.509  0.000
H 26.406 8.865 10.772  0.000
H 28.018 8.322 10.720  0.000
H 26.952 10.914 11.517  0.000
H 28.679 10.469 11.458  0.000
H 25.536 9.188 13.594  0.000
H 26.651 8.465 14.791  0.000
C 26.682 4.849 10.618  0.000
C 25.464 5.602 10.068  0.000
C 24.332 4.586 10.001  0.000
S 24.469 3.635 11.570  0.000
O 24.315 2.234 11.232  0.000
O 23.715 4.314 12.627  0.000
C 26.266 4.007 11.819  0.000
H 27.396 5.587 10.981  0.000
H 27.072 4.184 9.850  0.000
H 25.685 5.980 9.069  0.000
H 25.150 6.471 10.650  0.000
H 24.565 3.845 9.233  0.000
H 23.299 4.866 9.809  0.000
H 26.735 3.028 11.879  0.000
H 26.377 4.499 12.782  0.000
C 23.723 3.897 15.764  0.000
C 23.680 3.110 17.083  0.000
C 23.495 4.132 18.200  0.000
S 24.741 5.383 17.724  0.006
O 26.101 4.935 18.025  0.035
O 24.365 6.707 18.172  0.001
C 24.501 5.190 15.959  0.003
H 22.706 4.188 15.485  0.000
H 24.049 3.286 14.927  0.000
H 24.648 2.603 17.141  0.000
H 22.851 2.404 17.085  0.000
H 23.616 3.827 19.236  0.000
H 22.555 4.669 18.072  0.000
H 25.457 5.263 15.442  0.000
H 23.926 6.078 15.697  0.000
C 24.498 -0.737 19.100  0.000
C 24.845 -0.576 17.606  0.000
C 26.347 -0.210 17.614  0.003
S 26.649 0.774 19.061  0.008
O 26.752 2.205 18.729  0.046
O 27.720 0.142 19.782  0.000
C 25.002 0.517 19.817  0.001
H 24.971 -1.609 19.557  0.000
H 23.428 -0.860 19.266  0.000
H 24.238 0.200 17.147  0.000
H 24.731 -1.556 17.152  0.000
H 26.741 0.222 16.695  0.000
H 26.857 -1.151 17.819  0.001
H 24.455 1.378 19.427  0.000
H 25.074 0.509 20.899  0.000
N 30.461 -0.641 9.623  0.000
C 31.001 -0.782 10.881  0.000
C 30.264 0.012 11.722  0.000
C 29.280 0.655 10.957  0.000
C 29.433 0.271 9.652  0.000
H 30.742 -1.211 8.848  0.000
H 31.780 -1.515 11.008  0.000
H 30.350 0.102 12.794  0.000
H 28.591 1.402 11.317  0.000
H 28.835 0.418 8.769  0.000